a:
8
Properties=species:S:1:pos:R:3:nbo_charge:R:1 method="wB97M-V/def2-TZVPD" lumo_energy_ev=0.4 smiles="O=C(F)F.C#CF"
O -0.940 -1.219 0.655 -0.53
C -1.694 -0.422 0.279 1.12
F -2.180 0.554 0.944 -0.27
F -2.118 -0.419 -0.999 -0.32
C 2.257 0.088 0.074 -0.32
C 1.284 0.505 -0.474 0.38
F 0.609 1.415 -1.132 -0.28
H 2.782 -0.502 0.651 0.21

=====

b:
8
Properties=species:S:1:pos:R:3:nbo_charge:R:1 method="wB97M-V/def2-TZVPD" lumo_energy_ev=0.6 smiles="FC1=C(F)[C@@H](F)O1"
F 2.330 0.797 -0.490 -0.24
C 1.172 0.357 -0.183 0.61
C 0.331 -0.664 -0.126 0.19
F 0.511 -1.960 -0.324 -0.28
C -0.911 0.140 0.175 0.42
F -1.524 -0.142 1.347 -0.33
O -0.231 1.364 0.209 -0.52
H -1.679 0.108 -0.608 0.15

=====

Which structure wins on stability? a wins.

=====

a:
9
Properties=species:S:1:pos:R:3:nbo_charge:R:1 method="wB97M-V/def2-TZVPD" s2=2.0235 spin_multiplicity=3 lumo_energy_ev="-0.3 / -2.4"
C 1.062 -0.057 0.152 -0.68
C -0.376 0.279 0.086 0.17
N -0.899 -0.329 -1.138 0.05
O -1.908 0.148 -1.574 -0.10
Cl -1.225 -1.480 1.132 -0.30
Cl -0.869 1.728 0.853 0.12
H 0.965 -0.962 -0.371 0.25
H 1.530 -0.147 1.199 0.26
H 1.720 0.821 -0.337 0.24

=====

b:
9
Properties=species:S:1:pos:R:3:nbo_charge:R:1 method="wB97M-V/def2-TZVPD" s2=2.0174 spin_multiplicity=3 lumo_energy_ev="0.0 / -3.5"
C -0.475 -0.006 0.282 0.58
C 0.901 0.285 0.810 -0.70
N -0.622 -0.319 -1.012 -0.32
O -1.387 0.110 1.073 -0.44
Cl 0.411 -0.305 -2.334 0.28
Cl -2.413 -0.840 -1.637 -0.11
H 1.625 -0.484 0.291 0.22
H 0.884 0.239 1.827 0.24
H 1.075 1.320 0.701 0.24

=====

Which structure wins on stability? a wins.

=====

a:
18
Properties=species:S:1:pos:R:3:nbo_charge:R:1 method="wB97M-V/def2-TZVPD" charge=-1 lumo_energy_ev=3.2 smiles=CSCCCC[O-]
C 1.375 -2.055 -0.313 -0.74
S 2.046 -0.641 0.743 0.02
C 1.573 1.079 -0.235 -0.40
C 0.096 0.920 -0.642 -0.46
C -0.795 0.538 0.575 -0.47
C -2.415 0.391 0.567 0.06
O -2.905 1.054 -0.458 -0.90
H 1.939 -2.088 -1.199 0.20
H 1.160 -3.052 0.314 0.23
H 0.384 -1.744 -0.700 0.22
H 2.299 1.413 -1.066 0.19
H 1.860 1.785 0.530 0.20
H 0.043 1.782 -1.362 0.22
H -0.221 0.079 -1.392 0.21
H -0.601 1.354 1.342 0.17
H -0.659 -0.529 0.873 0.20
H -2.501 0.541 1.715 0.05
H -2.676 -0.824 0.709 -0.02

=====

b:
18
Properties=species:S:1:pos:R:3:nbo_charge:R:1 method="wB97M-V/def2-TZVPD" charge=-1 lumo_energy_ev=2.7
C -0.979 0.665 0.782 -0.62
C -0.113 1.190 1.952 -0.54
S -1.155 1.611 3.344 -0.72
H -1.692 1.450 0.483 0.20
H -1.593 -0.192 1.137 0.20
H -0.332 0.330 -0.077 0.15
H 0.472 2.069 1.615 0.16
H 0.595 0.409 2.249 0.16
C 1.118 -0.487 -2.400 -0.11
O 1.898 -0.818 -3.566 -0.74
C 0.124 -1.599 -2.206 -0.19
C 0.096 -2.436 -1.137 -0.37
H 0.558 0.469 -2.544 0.18
H 1.783 -0.378 -1.520 0.18
H 2.475 -0.070 -3.818 0.47
H -0.614 -1.721 -3.044 0.20
H -0.650 -3.235 -1.066 0.20
H 0.825 -2.349 -0.333 0.20

=====

Which structure wins on stability? b wins.

=====

a:
14
Properties=species:S:1:pos:R:3:nbo_charge:R:1 method="wB97M-V/def2-TZVPD" lumo_energy_ev=0.4
C 0.973 1.442 1.827 -1.08
C -1.385 -0.407 -1.969 -1.11
Si 0.194 -0.188 1.213 0.59
Si 0.180 -0.817 -0.976 1.07
Cl 1.691 -0.125 -2.054 -0.35
Cl 0.376 -2.838 -1.110 -0.37
H 1.233 1.270 2.835 0.25
H 2.014 1.414 1.353 0.24
H 0.585 2.439 1.487 0.26
H -1.332 -0.535 -3.140 0.26
H -2.322 -0.846 -1.670 0.25
H -1.406 0.687 -1.694 0.23
H 0.755 -1.292 2.162 -0.11
H -1.556 -0.203 1.738 -0.14

=====

b:
14
Properties=species:S:1:pos:R:3:nbo_charge:R:1 method="wB97M-V/def2-TZVPD" lumo_energy_ev=-0.9
C 1.277 -1.595 0.451 -1.22
C -1.739 0.924 -1.360 -1.12
Si 1.222 0.337 0.569 0.79
Si -2.368 -0.110 0.104 1.25
Cl -4.354 -0.578 -0.177 -0.37
Cl -2.338 0.933 1.876 -0.37
H 2.096 -2.115 0.960 0.25
H 0.386 -2.225 0.793 0.26
H 1.326 -1.770 -0.670 0.23
H -0.690 0.604 -1.596 0.26
H -2.220 0.791 -2.243 0.25
H -1.600 1.985 -1.094 0.26
H 1.093 0.659 1.949 -0.30
H -1.520 -1.380 0.393 -0.17

=====

Which structure wins on stability? a wins.

=====

a:
36
Properties=species:S:1:pos:R:3:nbo_charge:R:1 method="wB97M-V/def2-TZVPD" lumo_energy_ev=0.5 smiles=CO.CO.CO.CO.CO.CO
C 1.090 2.721 -1.830 -0.27
O -0.207 3.330 -1.868 -0.74
H 1.284 2.236 -0.893 0.17
H 1.229 1.946 -2.571 0.19
H 1.879 3.462 -2.064 0.17
H -0.129 4.029 -1.193 0.49
C -0.358 -3.661 -2.310 -0.25
O 0.873 -3.521 -1.603 -0.74
H -0.134 -3.384 -3.353 0.17
H -0.697 -4.712 -2.242 0.18
H -1.190 -3.066 -1.930 0.17
H 0.924 -2.749 -1.059 0.48
C -0.549 3.530 2.331 -0.26
O 0.482 4.178 1.570 -0.73
H -1.489 3.815 1.825 0.19
H -0.555 2.441 2.395 0.17
H -0.590 3.954 3.354 0.17
H 1.312 3.765 1.814 0.47
C -0.201 -3.363 1.734 -0.25
O -0.547 -4.763 1.705 -0.72
H 0.850 -3.159 1.701 0.17
H -0.645 -2.904 0.826 0.15
H -0.779 -3.044 2.567 0.18
H -0.570 -4.952 0.780 0.46
C 1.538 0.439 1.484 -0.25
O 0.759 -0.199 0.472 -0.77
H 1.096 0.316 2.472 0.16
H 2.496 -0.059 1.424 0.19
H 1.714 1.505 1.365 0.14
H -0.101 0.339 0.423 0.50
C -1.572 -0.107 -1.297 -0.25
O -1.415 1.083 -0.522 -0.78
H -2.615 -0.343 -1.498 0.18
H -1.030 -0.048 -2.216 0.18
H -1.079 -0.923 -0.828 0.18
H -1.075 1.869 -0.960 0.51

=====

b:
36
Properties=species:S:1:pos:R:3:nbo_charge:R:1 method="wB97M-V/def2-TZVPD" lumo_energy_ev=0.4 smiles=CO.CO.CO.CO.CO.CO
C 4.177 3.766 0.543 -0.25
O 4.185 3.328 1.904 -0.74
H 5.131 4.248 0.352 0.19
H 4.047 2.931 -0.150 0.17
H 3.380 4.491 0.358 0.17
H 3.295 3.049 2.136 0.48
C 4.430 0.034 3.737 -0.26
O 4.645 -0.726 4.905 -0.77
H 4.203 1.059 4.025 0.18
H 5.316 0.096 3.091 0.17
H 3.614 -0.379 3.130 0.16
H 4.844 -1.645 4.667 0.50
C 4.634 -4.214 3.478 -0.25
O 5.362 -3.423 4.429 -0.73
H 5.083 -5.204 3.376 0.17
H 3.625 -4.330 3.860 0.19
H 4.601 -3.731 2.500 0.17
H 6.202 -3.181 4.025 0.48
C 7.678 0.746 5.658 -0.25
O 8.288 0.550 4.396 -0.75
H 7.736 1.794 5.996 0.15
H 6.623 0.457 5.658 0.18
H 8.224 0.153 6.389 0.18
H 7.750 1.006 3.735 0.49
C 3.830 2.167 6.809 -0.24
O 3.578 0.813 7.067 -0.74
H 4.904 2.394 6.756 0.16
H 3.353 2.514 5.882 0.14
H 3.422 2.757 7.631 0.18
H 3.875 0.298 6.306 0.49
C 7.629 3.337 2.686 -0.25
O 6.733 2.228 2.647 -0.78
H 8.566 3.090 2.181 0.18
H 7.222 4.212 2.170 0.17
H 7.843 3.612 3.718 0.18
H 5.922 2.469 2.183 0.51

=====

Which structure wins on stability? b wins.

=====

a:
16
Properties=species:S:1:pos:R:3:nbo_charge:R:1 method="wB97M-V/def2-TZVPD" lumo_energy_ev=0.7
C 0.585 -0.079 2.097 0.46
C -0.774 1.427 -1.603 -0.63
C -0.868 0.066 -0.868 -0.66
N 0.857 0.976 1.777 -0.48
N 0.093 -1.265 2.289 -0.89
O 1.779 -0.003 -0.705 -0.94
O 0.480 -2.136 -0.441 -0.99
S 0.534 -0.924 -1.296 1.54
H -1.794 1.963 -1.511 0.23
H 0.130 1.906 -1.060 0.24
H -0.542 1.335 -2.641 0.21
H -0.772 0.218 0.241 0.25
H 1.846 0.445 0.168 0.53
H -1.728 -0.451 -1.119 0.23
H -0.021 -1.692 3.262 0.44
H 0.194 -1.785 1.411 0.46

=====

b:
16
Properties=species:S:1:pos:R:3:nbo_charge:R:1 method="wB97M-V/def2-TZVPD" lumo_energy_ev=0.5
C 0.920 -0.109 -0.294 0.80
C 2.834 -1.222 0.439 -0.26
C -2.546 1.561 -0.397 -0.81
N 0.861 1.083 0.033 -0.74
N -0.852 -0.662 -0.587 -0.95
O -3.083 -1.048 0.457 -0.97
O 1.650 -1.175 -0.381 -0.49
S -2.041 -0.048 0.512 1.39
H 2.548 -1.937 1.230 0.20
H 2.980 -0.305 0.953 0.19
H 3.722 -1.580 -0.120 0.21
H -3.017 2.104 0.309 0.21
H -3.295 1.581 -1.231 0.23
H -1.509 1.825 -0.681 0.24
H 1.651 1.617 0.244 0.37
H -0.822 -1.685 -0.486 0.38

=====

Which structure wins on stability? a wins.

=====

a:
24
Properties=species:S:1:pos:R:3:nbo_charge:R:1 method="wB97M-V/def2-TZVPD" lumo_energy_ev=0.8 smiles="C=CC(=C)C.CNC(N)=O"
C 0.902 2.240 -0.402 -0.42
C 0.574 0.975 -0.690 -0.18
C 1.438 -0.262 -0.306 0.01
C 2.112 -0.325 0.841 -0.44
C 1.548 -1.317 -1.362 -0.66
H 1.523 2.496 0.443 0.19
H 0.569 3.058 -1.019 0.20
H 0.016 0.774 -1.596 0.20
H 2.740 -1.167 1.092 0.20
H 2.097 0.481 1.561 0.19
H 1.939 -0.887 -2.285 0.22
H 0.561 -1.721 -1.593 0.25
H 2.192 -2.136 -1.046 0.21
C -2.536 1.121 0.053 -0.42
N -1.472 0.349 0.673 -0.63
C -1.345 -1.014 0.392 0.79
N -0.844 -1.767 1.433 -0.84
O -1.696 -1.486 -0.668 -0.66
H -2.176 2.127 -0.166 0.20
H -2.793 0.618 -0.878 0.24
H -3.411 1.189 0.703 0.19
H -1.192 0.653 1.594 0.38
H -0.528 -2.680 1.145 0.40
H -0.215 -1.322 2.082 0.39

=====

b:
24
Properties=species:S:1:pos:R:3:nbo_charge:R:1 method="wB97M-V/def2-TZVPD" lumo_energy_ev=0.7 smiles="C=C(NC(N)=O)C(C)(C)C"
C 0.482 1.632 0.605 -0.52
C 0.288 0.452 0.010 0.22
N 1.245 -0.331 -0.570 -0.68
C 2.714 -0.020 -0.904 0.79
N 3.297 0.693 0.104 -0.84
O 3.388 -0.589 -1.737 -0.61
C -1.085 -0.287 0.070 -0.09
C -1.399 -0.568 1.546 -0.59
C -1.099 -1.617 -0.693 -0.61
C -2.149 0.635 -0.538 -0.59
H -0.297 2.102 1.177 0.21
H 1.331 2.246 0.358 0.21
H 1.232 -0.543 -1.635 0.41
H 2.811 0.819 0.977 0.40
H 4.296 0.612 0.190 0.40
H -0.640 -1.219 1.976 0.21
H -1.425 0.349 2.127 0.21
H -2.362 -1.068 1.627 0.21
H -0.945 -1.469 -1.760 0.21
H -0.356 -2.313 -0.310 0.22
H -2.069 -2.090 -0.549 0.21
H -1.909 0.869 -1.574 0.21
H -2.231 1.565 0.016 0.21
H -3.119 0.139 -0.514 0.21

=====

c:
24
Properties=species:S:1:pos:R:3:nbo_charge:R:1 method="wB97M-V/def2-TZVPD" lumo_energy_ev=0.9
C 0.890 0.147 -0.399 -0.03
C -0.183 -1.521 -0.134 0.27
C 1.350 -0.060 -1.835 -0.64
C 2.017 -0.096 0.595 -0.64
C 0.379 1.576 -0.253 -0.64
C -2.367 0.389 1.890 -0.67
N -1.289 -1.391 -0.982 -0.48
C -1.682 -0.322 0.788 0.47
O -0.682 -1.228 1.133 -0.50
N -2.160 -0.519 -0.405 -0.27
H -1.204 -1.299 -1.984 0.39
H 0.389 -2.445 -0.194 0.20
H 1.889 -1.004 -1.950 0.20
H 0.497 -0.069 -2.523 0.19
H 2.023 0.746 -2.155 0.20
H 1.641 -0.076 1.614 0.21
H 2.796 0.663 0.509 0.20
H 2.482 -1.064 0.438 0.20
H 0.093 1.803 0.772 0.20
H -0.435 1.794 -0.944 0.22
H 1.175 2.293 -0.492 0.20
H -3.131 1.050 1.479 0.24
H -1.646 0.966 2.467 0.23
H -2.842 -0.333 2.565 0.23

=====

Which structure wins on stability? b wins.

=====

a:
19
Properties=species:S:1:pos:R:3:nbo_charge:R:1 method="wB97M-V/def2-TZVPD" lumo_energy_ev=0.6 smiles="[H]/N=C/N.O.O.O.O"
H 2.686 -1.291 0.308 0.35
N 1.818 -0.808 0.028 -0.84
C 2.148 0.432 0.208 0.33
N 1.877 1.457 -0.620 -0.80
H 2.634 0.759 1.163 0.14
H 1.503 1.305 -1.551 0.41
H 1.329 2.267 -0.280 0.41
O -1.733 -0.722 -2.087 -0.96
H -1.514 -1.564 -1.675 0.49
H -2.592 -0.469 -1.734 0.47
O -1.185 0.448 2.129 -0.96
H -1.346 -0.507 2.167 0.49
H -1.894 0.826 2.661 0.47
O -0.921 -1.966 0.566 -0.98
H -0.086 -1.461 0.585 0.50
H -0.540 -2.848 0.455 0.47
O -0.648 1.801 -0.823 -0.97
H -1.241 1.194 -1.301 0.49
H -0.296 1.148 -0.203 0.47

=====

b:
19
Properties=species:S:1:pos:R:3:nbo_charge:R:1 method="wB97M-V/def2-TZVPD" lumo_energy_ev=0.6 smiles="[H]/N=C/N.O.O.O.O"
H -0.811 2.021 -1.344 0.35
N 0.066 1.467 -1.256 -0.83
C -0.057 0.249 -1.829 0.30
N 0.694 -0.824 -1.985 -0.78
H -0.959 0.258 -2.403 0.14
H 1.641 -0.695 -1.566 0.41
H 0.555 -1.525 -2.681 0.41
O 0.639 -0.939 2.716 -0.94
H -0.149 -0.486 2.747 0.46
H 1.250 -0.178 2.606 0.48
O -1.976 -2.374 1.612 -0.96
H -1.247 -1.949 1.993 0.48
H -2.109 -3.259 1.883 0.48
O 2.732 1.103 -2.655 -0.98
H 2.007 1.495 -2.154 0.49
H 3.058 1.783 -3.250 0.47
O -1.426 1.480 2.569 -0.95
H -2.058 1.523 1.789 0.48
H -1.849 0.850 3.207 0.47

=====

Which structure wins on stability? a wins.

=====

a:
28
Properties=species:S:1:pos:R:3:nbo_charge:R:1 method="wB97M-V/def2-TZVPD" charge=+1 lumo_energy_ev=-3.5
O 3.656 1.879 0.124 -0.97
H -2.492 -1.083 -3.722 0.50
H -1.683 2.209 -1.730 0.51
O 1.124 2.596 0.418 -0.78
H -0.042 0.314 1.276 0.51
O -0.713 -3.215 -0.720 -0.94
H -3.204 -0.399 0.292 0.47
H -0.682 -2.598 -1.400 0.47
O -2.867 0.383 0.421 -0.94
H -1.347 -3.928 -1.217 0.47
H -3.171 0.495 1.359 0.50
O -1.543 -1.822 2.885 -0.93
H -1.194 0.509 0.098 0.46
H -0.812 -1.374 2.427 0.45
O -0.315 0.290 0.269 -0.97
H -1.513 -2.657 2.352 0.48
H 0.498 2.819 -0.500 0.59
O 2.659 -0.867 2.058 -0.95
H 4.534 1.633 -0.443 0.51
H 3.505 -0.626 2.496 0.47
O -1.585 -1.461 -3.492 -1.00
H -0.773 -1.117 -4.036 0.50
H 2.584 -1.741 2.463 0.48
O -0.769 2.095 -1.402 -0.97
H -1.001 1.193 -0.890 0.49
H 1.742 3.424 0.552 0.55
H 3.632 0.929 0.117 0.48
H 1.773 2.117 -0.056 0.55

=====

b:
28
Properties=species:S:1:pos:R:3:nbo_charge:R:1 method="wB97M-V/def2-TZVPD" charge=+1 lumo_energy_ev=-3.4
O -2.404 -1.400 -0.669 -0.98
H -1.933 -2.209 -0.326 0.51
H 2.333 1.548 2.631 0.49
O 2.417 -0.654 0.324 -0.97
H 3.360 -0.736 0.489 0.48
O -0.942 0.638 -2.250 -0.98
H -2.237 -1.763 1.841 0.47
H -0.824 0.254 -1.361 0.52
O -1.714 -2.548 1.626 -0.94
H -3.234 -1.759 -0.313 0.48
H 2.175 0.200 0.699 0.48
O -2.977 1.321 -1.006 -0.95
H 4.085 1.714 1.011 0.48
H -3.036 0.505 -0.482 0.51
O 3.826 2.119 1.842 -0.95
H 3.842 3.069 1.679 0.49
H -3.054 2.018 -0.392 0.49
O -0.780 -0.006 0.876 -0.95
H -0.187 -0.069 -3.127 0.53
H -0.037 -0.608 0.669 0.49
O 0.650 -0.556 -3.680 -0.79
H -1.080 -2.288 2.312 0.48
H -0.241 0.663 1.312 0.47
O 1.786 0.786 2.864 -0.96
H 0.931 0.271 -4.118 0.54
H 1.228 -0.774 -2.931 0.54
H -1.814 1.120 -2.065 0.55
H 0.956 1.229 3.059 0.45

=====

Which structure wins on stability? b wins.

=====

a:
12
Properties=species:S:1:pos:R:3:nbo_charge:R:1 method="wB97M-V/def2-TZVPD" lumo_energy_ev=0.8 smiles="N[N+](=O)[O-].NC=O"
N 1.419 -1.121 0.141 -0.62
N 1.990 0.062 0.025 0.65
O 1.283 1.032 0.257 -0.49
O 3.156 0.114 -0.279 -0.41
H 0.378 -1.176 0.208 0.44
H 1.978 -1.924 -0.107 0.40
N -1.468 1.148 0.006 -0.80
C -1.927 -0.093 -0.068 0.55
O -1.267 -1.105 0.097 -0.66
H -2.064 1.936 -0.167 0.40
H -0.470 1.289 0.186 0.43
H -3.007 -0.161 -0.299 0.12

=====

b:
12
Properties=species:S:1:pos:R:3:nbo_charge:R:1 method="wB97M-V/def2-TZVPD" lumo_energy_ev=0.8
N -2.810 0.147 -0.527 -0.66
N -1.699 0.872 -0.359 0.01
N -0.704 0.427 0.031 0.03
O -0.536 -1.004 0.469 -0.65
H -2.750 -0.835 -0.061 0.39
H -3.657 0.704 -0.444 0.39
H 0.479 -1.014 0.468 0.50
O 2.736 -1.015 -0.669 -0.61
C 3.099 -0.003 -0.186 0.65
O 2.449 1.088 -0.010 -0.67
H 4.188 -0.020 0.194 0.10
H 1.552 1.066 -0.556 0.52

=====

Which structure wins on stability? a wins.

=====

a:
9
Properties=species:S:1:pos:R:3:nbo_charge:R:1 method="wB97M-V/def2-TZVPD" charge=+1 lumo_energy_ev=-6.6 smiles="[H]/N=[N+](Cl)/N=C/S"
H 2.876 -1.302 -0.131 0.38
N 1.936 -1.578 -0.061 -0.07
N 1.264 -0.583 -0.224 0.14
Cl 1.703 1.146 -0.152 0.22
N -0.278 -0.710 -0.370 -0.26
C -1.030 0.233 0.024 -0.11
S -2.694 0.197 -0.094 0.28
H -0.807 1.305 0.335 0.26
H -2.971 1.291 0.673 0.17

=====

b:
9
Properties=species:S:1:pos:R:3:nbo_charge:R:1 method="wB97M-V/def2-TZVPD" charge=+1 lumo_energy_ev=-6.0
C -2.023 -0.223 -0.542 0.17
N 1.623 -0.017 0.543 -0.33
N -0.863 -0.082 -0.558 -0.44
N 2.263 0.602 -0.265 0.01
S -3.634 -0.491 -0.429 0.21
Cl 3.891 0.424 -0.430 0.32
H 0.591 -0.047 0.175 0.48
H 2.177 -0.646 1.187 0.41
H -4.026 0.479 0.318 0.17

=====

Which structure wins on stability? b wins.

=====

a:
11
Properties=species:S:1:pos:R:3:nbo_charge:R:1 method="wB97M-V/def2-TZVPD" s2=2.0082 spin_multiplicity=3 lumo_energy_ev="0.6 / -1.0"
C 1.180 -0.120 -0.635 -0.67
C -0.109 -0.031 0.139 0.31
N -1.293 -0.618 -0.744 -0.02
O -2.168 -1.185 -0.142 -0.22
O -0.101 -0.414 1.436 -0.68
S -0.904 1.646 -0.150 -0.06
H 1.906 0.609 -0.274 0.23
H 1.592 -1.124 -0.531 0.23
H 0.977 0.071 -1.687 0.25
H 0.779 -0.306 1.820 0.50
H -1.858 1.472 0.768 0.14

=====

b:
11
Properties=species:S:1:pos:R:3:nbo_charge:R:1 method="wB97M-V/def2-TZVPD" s2=2.0078 spin_multiplicity=3 lumo_energy_ev="0.9 / -2.1"
C 0.756 0.067 -0.118 0.31
C -0.503 0.824 0.230 -0.67
N 0.604 -1.282 0.219 -0.77
O 3.462 -0.647 0.318 -0.78
O 1.490 0.413 -1.256 -0.69
S 2.672 0.575 0.092 1.13
H -0.305 1.639 0.899 0.23
H -1.087 1.289 -0.631 0.24
H -1.163 0.035 0.686 0.21
H 1.256 -1.972 -0.082 0.40
H -0.286 -1.703 0.291 0.38

=====

Which structure wins on stability? a wins.